A structure of composition C88H102F4N16O20S4 at a distorted geometry, computed with ωB97M-V/def2-TZVPD.

Last column: Löwdin charge in e.
CARTESIAN COORDINATES (ANGSTROEM)
C 1.284 -18.450 7.146  0.0562
N 0.766 -18.879 8.485  -0.0718
C 1.386 -18.452 9.593  0.0197
C 0.856 -18.570 10.837  0.0389
C -0.378 -19.106 10.923  -0.1139
C -1.005 -19.662 9.792  0.0744
C -0.387 -19.538 8.593  0.0084
C -1.200 -19.056 12.154  -0.0764
C -0.863 -18.173 13.230  0.0479
C -1.529 -18.200 14.400  0.0081
N -2.425 -19.199 14.621  -0.0821
C -2.736 -20.078 13.715  0.0173
C -2.169 -19.984 12.442  0.0615
C -3.040 -19.256 15.948  0.0388
H 1.242 -19.348 6.502  0.1196
H 2.267 -17.988 7.179  0.1085
H 0.593 -17.717 6.717  0.1153
H 2.303 -17.983 9.385  0.1396
H 1.365 -18.199 11.712  0.1373
H -2.012 -20.139 9.821  0.1056
H -0.847 -19.749 7.621  0.1651
H -0.030 -17.523 13.140  0.1143
H -1.383 -17.590 15.273  0.1433
H -3.485 -20.891 13.827  0.1522
H -2.519 -20.671 11.687  0.0907
H -2.567 -18.636 16.651  0.0872
H -3.017 -20.298 16.190  0.1053
H -4.067 -18.944 16.003  0.1073
C -8.625 -20.435 14.632  0.0558
N -8.967 -18.948 14.853  -0.0376
C -9.110 -18.465 16.117  0.0097
C -9.316 -17.120 16.367  0.0335
C -9.394 -16.278 15.318  -0.1628
C -9.162 -16.768 14.047  0.0238
C -8.962 -18.083 13.794  0.0198
C -9.840 -14.921 15.568  -0.1219
C -9.207 -13.780 15.072  0.0712
C -9.777 -12.533 15.343  0.0193
N -10.849 -12.424 16.126  -0.0930
C -11.514 -13.477 16.613  0.0397
C -10.982 -14.744 16.377  0.0799
C -11.233 -11.088 16.612  0.0499
H -9.447 -20.804 14.070  0.0559
H -8.604 -20.892 15.649  0.1128
H -7.633 -20.471 14.114  0.1243
H -9.048 -19.133 16.965  0.1216
H -9.431 -16.725 17.338  0.1100
H -9.306 -16.207 13.145  0.1318
H -8.793 -18.483 12.784  0.1529
H -8.314 -13.892 14.402  0.1580
H -9.375 -11.653 14.896  0.1485
H -12.291 -13.246 17.354  0.1637
H -11.416 -15.574 16.863  0.1277
H -10.507 -10.758 17.379  0.1331
H -12.213 -11.198 17.004  0.0919
H -11.181 -10.345 15.825  0.1155
C -10.649 -24.060 16.279  0.0598
N -11.158 -25.375 15.761  -0.0637
C -12.405 -25.414 15.277  0.0301
C -12.837 -26.696 14.870  0.0494
C -11.941 -27.786 14.921  -0.1434
C -10.685 -27.696 15.430  0.0871
C -10.339 -26.367 15.909  0.0440
C -12.323 -29.154 14.350  -0.1058
C -13.569 -29.767 14.538  0.0541
C -13.757 -31.030 13.987  0.0179
N -12.796 -31.623 13.234  -0.0764
C -11.644 -31.008 13.035  0.0222
C -11.343 -29.784 13.615  0.0413
C -13.075 -32.947 12.604  0.0513
H -9.589 -24.210 16.567  0.0937
H -11.240 -23.636 17.086  0.0636
H -10.707 -23.380 15.420  0.1028
H -13.108 -24.588 15.200  0.1550
H -13.852 -26.731 14.442  0.1355
H -9.981 -28.563 15.483  0.1463
H -9.382 -26.087 16.331  0.0895
H -14.318 -29.305 15.118  0.1173
H -14.565 -31.673 14.273  0.1391
H -10.855 -31.448 12.420  0.1692
H -10.377 -29.339 13.475  0.0710
H -13.951 -33.429 13.021  0.1028
H -12.218 -33.570 12.835  0.1074
H -13.156 -32.861 11.520  0.1188
C -12.001 -19.183 22.815  0.0457
N -10.830 -19.147 23.708  -0.0707
C -9.786 -19.930 23.438  0.0252
C -8.826 -20.168 24.452  0.0718
C -8.895 -19.433 25.647  -0.1061
C -9.860 -18.455 25.761  0.0426
C -10.829 -18.355 24.759  0.0270
C -8.037 -19.650 26.874  -0.1298
C -8.441 -19.172 28.072  0.0360
C -7.576 -19.273 29.154  0.0631
N -6.326 -19.786 29.010  -0.0619
C -6.048 -20.452 27.846  0.0317
C -6.850 -20.356 26.745  0.0563
C -5.327 -19.838 30.072  0.0398
H -12.106 -18.236 22.397  0.0817
H -12.857 -19.571 23.350  0.1184
H -11.802 -19.898 21.966  0.1084
H -9.686 -20.469 22.483  0.1439
H -8.135 -20.965 24.201  0.1230
H -9.884 -17.686 26.566  0.1458
H -11.690 -17.738 24.862  0.1545
H -9.357 -18.522 28.206  0.1547
H -7.775 -18.876 30.132  0.1562
H -5.191 -21.063 27.792  0.1431
H -6.643 -20.841 25.813  0.1261
H -5.541 -19.027 30.751  0.1116
H -4.320 -19.737 29.650  0.1223
H -5.327 -20.776 30.611  0.1189
C -6.674 -26.436 12.899  0.0344
N -5.719 -27.120 13.770  -0.0340
C -5.180 -26.407 14.720  -0.0019
C -4.192 -26.966 15.501  0.0417
C -3.846 -28.292 15.309  -0.1176
C -4.478 -29.035 14.348  0.0496
C -5.408 -28.437 13.573  0.0401
C -2.832 -28.831 16.362  -0.1045
C -3.220 -29.448 17.571  0.0518
C -2.306 -29.668 18.567  -0.0325
N -0.994 -29.527 18.450  -0.0723
C -0.558 -29.089 17.208  0.0559
C -1.470 -28.740 16.159  0.0487
C 0.002 -29.707 19.590  0.0727
H -7.449 -26.080 13.560  0.0942
H -7.166 -27.126 12.211  0.0992
H -6.225 -25.614 12.341  0.1177
H -5.508 -25.405 14.755  0.1370
H -3.898 -26.503 16.432  0.1264
H -4.174 -30.034 14.122  0.1423
H -5.936 -28.912 12.809  0.0917
H -4.293 -29.594 17.725  0.1454
H -2.659 -30.141 19.438  0.1365
H 0.541 -28.906 17.056  0.1666
H -1.020 -28.230 15.301  0.1432
H -0.491 -29.507 20.556  0.1139
H 0.828 -29.063 19.371  0.0910
H 0.258 -30.801 19.497  0.1355
C -15.681 -38.776 26.201  0.0758
N -15.071 -37.627 25.424  -0.0500
C -15.748 -36.981 24.499  0.0265
C -15.141 -35.942 23.851  0.0519
C -13.848 -35.548 24.087  -0.1460
C -13.124 -36.273 24.985  0.0650
C -13.793 -37.304 25.681  0.0609
C -13.228 -34.368 23.410  -0.1098
C -11.936 -34.454 22.956  0.0594
C -11.323 -33.314 22.463  0.0016
N -11.949 -32.156 22.341  -0.0726
C -13.239 -32.080 22.738  0.0306
C -13.885 -33.139 23.308  0.0600
C -11.131 -31.076 21.712  0.0618
H -14.959 -39.299 26.821  0.1083
H -16.058 -39.440 25.437  0.1114
H -16.484 -38.485 26.923  0.1378
H -16.717 -37.307 24.256  0.1547
H -15.674 -35.281 23.180  0.1420
H -12.147 -35.982 25.326  0.1409
H -13.317 -37.796 26.491  0.1469
H -11.353 -35.372 23.059  0.1514
H -10.314 -33.385 22.118  0.1524
H -13.773 -31.136 22.629  0.1609
H -14.842 -33.019 23.743  0.1356
H -11.793 -30.237 21.576  0.1009
H -10.781 -31.453 20.791  0.0919
H -10.297 -30.834 22.458  0.1498
C -7.773 -20.304 8.179  0.0490
N -9.141 -20.612 7.693  -0.0394
C -10.092 -21.055 8.541  0.0539
C -11.353 -21.384 8.047  0.0790
C -11.628 -21.193 6.648  -0.1065
C -10.603 -20.728 5.854  0.0211
C -9.380 -20.480 6.358  0.0220
C -13.013 -21.552 6.146  -0.0950
C -13.078 -22.410 5.061  0.0394
C -14.321 -22.817 4.653  0.0201
N -15.471 -22.446 5.280  -0.0735
C -15.379 -21.669 6.414  0.0219
C -14.188 -21.270 6.894  0.0427
C -16.797 -22.791 4.661  0.0516
H -7.673 -20.656 9.216  0.0791
H -7.551 -19.216 8.159  0.1257
H -7.072 -20.779 7.507  0.1096
H -9.797 -21.245 9.567  0.1071
H -12.112 -21.815 8.628  0.1105
H -10.786 -20.671 4.756  0.1601
H -8.620 -20.285 5.706  0.1278
H -12.263 -22.895 4.558  0.1432
H -14.463 -23.461 3.770  0.1680
H -16.396 -21.410 6.748  0.1576
H -14.070 -20.645 7.759  0.1360
H -17.542 -22.181 5.230  0.1141
H -16.869 -23.876 4.729  0.1117
H -16.862 -22.461 3.578  0.1382
O -5.744 -21.812 10.225  0.0117
C -4.679 -21.195 10.898  -0.7182
O -3.728 -20.692 10.203  -0.0994
O -4.850 -21.179 12.133  -0.0453
H -6.484 -22.083 10.788  -0.0278
O -5.951 -26.008 17.783  -0.0335
C -7.357 -25.776 17.457  -0.7620
O -8.167 -26.311 18.252  -0.0390
O -7.508 -25.141 16.409  -0.0401
H -6.012 -26.137 18.759  0.0948
O -8.590 -30.780 14.303  0.0152
C -7.990 -29.979 13.287  -0.7670
O -7.028 -30.476 12.664  -0.0174
O -8.564 -28.883 13.148  -0.0433
H -8.024 -31.532 14.442  0.0823
O -9.394 -22.613 12.734  0.0052
C -8.621 -22.049 11.682  -0.7194
O -9.025 -20.910 11.303  -0.0605
O -7.681 -22.770 11.308  0.0097
H -9.022 -23.521 12.709  0.0985
N -12.239 -21.702 17.390  -0.3485
S -12.414 -20.576 16.453  0.5461
O -11.172 -20.056 15.910  -0.2847
O -13.554 -19.760 16.653  -0.2380
F -13.051 -21.483 15.151  -0.2603
S -12.314 -21.666 18.896  0.5388
O -11.832 -20.430 19.450  -0.2808
O -12.078 -22.972 19.505  -0.2862
F -13.935 -21.561 18.952  -0.1914
N -8.369 -19.820 20.462  -0.3247
S -8.887 -18.403 20.169  0.5139
O -10.079 -17.886 20.818  -0.2800
O -8.837 -18.131 18.765  -0.3202
F -7.884 -17.300 20.660  -0.1616
S -6.974 -20.436 20.391  0.5487
O -5.959 -19.587 19.744  -0.2911
O -7.246 -21.861 20.057  -0.3000
F -6.694 -20.352 21.933  -0.1855

Forces on the atoms, in the same order (eV/Å):
C -0.89 -0.88 -0.53
N 0.94 0.96 0.22
C 0.51 -0.04 -1.05
C 0.85 0.47 0.38
C -3.02 -0.90 -0.02
C -0.69 -0.48 0.45
C -0.54 0.40 -1.71
C 0.95 0.20 2.18
C 0.16 -0.34 -1.31
C -0.37 -0.87 0.39
N -0.34 1.52 1.38
C -0.69 -1.21 -2.14
C 0.00 -0.45 -0.14
C -0.77 -1.02 -0.46
H 0.41 0.55 0.24
H 0.05 -0.36 0.33
H 0.00 -0.08 0.26
H 1.07 0.57 0.13
H 0.27 0.12 -0.15
H 0.60 0.41 0.16
H 0.03 -0.40 0.59
H 0.37 0.82 -0.11
H 0.40 0.39 -0.20
H 0.43 0.84 0.38
H -0.12 -0.16 -0.02
H 1.19 0.46 0.76
H 0.07 -0.48 0.79
H -0.61 0.15 -0.75
C 0.56 1.64 1.18
N 1.18 0.11 0.57
C 0.31 -0.58 -0.61
C 0.08 -1.07 -0.32
C 0.01 0.21 -0.91
C -0.54 0.42 -1.45
C 0.23 -1.58 0.87
C -0.72 1.58 0.51
C -0.03 0.03 -0.91
C 0.78 -1.62 -0.50
N -0.07 0.78 -0.03
C 1.19 -0.96 0.74
C 0.16 1.16 -0.36
C 1.04 0.51 0.10
H -0.29 -0.61 -0.58
H 0.09 0.28 -0.95
H -1.00 -0.13 0.37
H -0.01 -0.21 -0.39
H -0.05 -0.23 1.00
H 0.16 0.79 -0.05
H -0.19 -0.07 0.63
H -0.99 0.41 0.83
H 0.18 0.67 0.10
H 0.18 -0.38 -0.67
H -0.62 -0.80 0.21
H -0.50 -0.38 -0.19
H -0.78 0.41 0.38
H -0.25 -0.11 -0.29
C 0.80 0.30 -0.84
N -0.46 3.20 1.34
C -1.22 -3.52 -0.92
C 0.08 1.77 -0.01
C -1.67 -1.62 -0.84
C 1.37 2.19 1.30
C 0.87 -3.66 -0.95
C -0.18 1.36 0.38
C 1.12 -1.07 -1.01
C 0.57 0.49 0.73
N -1.32 -0.21 0.01
C 1.82 0.72 -0.31
C -1.10 -0.78 -0.16
C 0.82 -0.11 0.05
H -0.67 0.20 -0.12
H -0.15 -0.56 -0.04
H 0.09 0.03 0.29
H 0.82 0.36 0.31
H 0.67 -0.42 0.26
H -0.59 1.11 -0.04
H 0.16 -0.40 0.10
H -0.82 0.27 0.56
H -0.58 0.05 -0.31
H -0.60 -0.35 0.10
H 0.58 0.12 -0.29
H -0.19 0.33 0.09
H 0.08 -0.16 -0.09
H -0.11 0.22 0.18
C 0.60 -2.25 -1.06
N 0.18 -0.66 -1.30
C 1.56 -1.25 1.17
C -0.98 0.52 -0.85
C 0.37 -0.46 0.55
C -1.02 1.47 -0.79
C 0.40 0.05 1.72
C -0.37 -0.36 -2.71
C -0.78 1.73 2.08
C 1.30 0.28 -0.05
N -1.28 -1.57 -1.58
C -0.41 0.67 -0.03
C -0.51 0.04 0.82
C 0.60 0.28 0.48
H -0.56 1.62 -0.62
H -0.19 0.27 0.31
H -0.04 0.83 0.88
H -0.52 0.46 0.46
H 0.24 0.27 0.36
H -0.09 -0.97 -0.77
H -0.39 0.58 0.07
H 1.12 -1.37 0.02
H -0.24 0.24 0.18
H 1.15 -0.22 0.32
H 0.52 -0.19 -0.12
H 0.18 0.15 0.23
H -0.39 0.28 -0.04
H -0.42 -0.27 0.04
C -0.95 -0.14 -0.55
N -0.11 -1.52 -1.40
C 1.31 0.00 0.56
C -0.47 -0.33 1.04
C 1.14 0.25 2.30
C 0.89 -0.68 -0.14
C -0.22 2.35 0.25
C -0.62 -0.69 -0.75
C -0.75 1.27 -1.17
C -0.82 -1.13 -0.05
N 1.26 1.73 -2.34
C -0.13 0.52 -0.10
C 1.95 0.34 1.45
C -1.37 -2.05 -0.88
H -0.25 0.39 0.10
H 0.35 -0.14 0.20
H 0.22 -0.09 0.26
H -0.30 0.96 0.58
H 0.23 0.56 -0.35
H -0.14 -0.60 0.00
H -0.66 -0.90 -1.18
H 0.49 -0.13 0.32
H -0.21 -0.19 1.30
H -1.29 -0.40 0.39
H -0.28 -0.50 0.14
H 0.27 0.05 -0.61
H 0.46 0.22 0.16
H 0.19 1.25 0.50
C -0.75 0.21 0.30
N 1.15 -1.25 1.93
C 0.41 0.68 -0.69
C -0.79 1.47 -0.92
C 0.41 0.42 -0.41
C -0.56 -1.38 1.79
C 0.44 1.35 -0.78
C -0.61 -0.26 0.53
C 0.91 0.19 0.06
C 0.09 -1.70 0.12
N -0.24 -0.33 -0.20
C -0.21 1.26 -0.10
C 0.83 -0.79 -0.06
C -0.17 0.61 2.56
H 0.47 0.20 -0.38
H -0.27 -0.34 0.06
H 0.52 0.33 -1.02
H -1.19 -0.32 -0.04
H -0.55 -0.59 -0.21
H 0.31 -0.16 -0.07
H 0.29 -0.58 0.48
H -0.19 0.30 -0.23
H 0.46 0.24 -0.11
H 0.46 -0.06 -0.05
H -0.90 0.28 0.07
H 0.11 0.41 -0.12
H 0.54 -0.22 -0.97
H -1.14 -0.19 -1.31
C 0.27 0.49 0.67
N 0.04 0.36 -0.71
C -0.43 -0.59 -0.79
C 0.85 1.02 -2.73
C -0.85 -0.08 2.72
C -1.59 -0.55 -2.28
C -1.17 -0.68 2.52
C 1.04 -0.73 0.90
C -0.84 -0.11 0.15
C -1.79 -0.58 -0.66
N 1.69 0.83 -0.34
C -2.61 -1.02 -1.71
C 2.19 0.64 -0.63
C 0.01 1.07 -0.22
H 0.08 -0.04 -0.48
H -0.58 -0.57 -0.08
H 0.18 -0.31 0.11
H 0.16 0.44 0.30
H -0.63 -0.40 1.12
H 0.40 0.22 0.97
H 2.27 0.87 -1.14
H 0.55 0.45 -0.07
H 0.11 0.33 0.55
H 0.90 0.09 0.54
H -0.39 0.15 0.29
H 0.33 -1.09 -0.51
H -0.58 0.21 0.09
H 0.44 -0.36 1.33
O 3.01 1.52 -1.83
C -1.56 -0.22 -1.00
O -1.50 -1.03 0.71
O 0.97 0.35 0.72
H -0.07 -0.23 0.75
O -1.04 0.30 1.09
C 0.65 -1.17 1.00
O 0.60 0.78 -0.94
O -0.35 -0.01 -0.44
H 0.23 -0.11 -0.98
O -0.21 0.83 -0.19
C 0.22 -0.84 -0.49
O -0.86 0.25 0.88
O 0.16 0.18 0.12
H 0.48 -0.63 -0.16
O 0.73 -0.73 -0.99
C -1.16 1.00 0.58
O 0.75 -1.30 0.29
O -1.10 -0.11 0.23
H -0.39 0.57 0.51
N 1.94 -3.04 0.22
S -1.63 1.38 -5.25
O -1.23 -0.33 0.59
O 0.50 1.04 0.66
F 1.40 0.57 1.12
S -2.52 -1.13 2.66
O 0.07 -0.90 0.34
O 0.34 2.29 -1.01
F 0.86 0.16 0.91
N -2.78 1.59 0.99
S -1.13 2.83 -1.40
O 0.65 -2.24 0.37
O -0.13 -0.55 -0.41
F 1.33 -0.42 0.92
S 0.81 -1.96 -2.65
O -1.75 -2.24 1.36
O 1.97 3.32 0.95
F 1.10 -0.49 0.71

Values from the calculation:
Gap between HOMO and LUMO: 4.7 eV
Net charge: +8
Molar mass: 1908.14 g/mol
HOMO level: -17.4 eV